1:
C3H8NOP | wB97M-V/def2-TZVPD

Element x y z (Å)
C -0.79 -2.06 -0.38
C 0.50 -1.30 -0.22
P 0.44 0.53 -0.43
C -0.86 1.70 0.33
N 2.11 0.49 -0.08
O 0.23 -0.37 0.88
H -1.36 -1.45 -1.13
H -1.46 -2.12 0.55
H -0.55 -3.00 -0.90
H -0.83 2.73 -0.13
H -0.44 1.53 1.30
H -1.92 1.56 0.44
H 2.34 1.11 0.71
H 2.58 0.64 -0.94

Computed properties:
Gap between HOMO and LUMO (alpha / beta)   7.1 / 7.2 eV
LUMO energy (alpha / beta)   -0.0030 / -0.0050 Ha
SMILES   CC1=[P@](C)(N)O1

---

2:
C3H8NOP | wB97M-V/def2-TZVPD

Element x y z (Å)
C -0.08 1.89 0.42
C -1.21 0.20 -0.83
C 1.51 -1.41 0.28
N -0.08 0.77 -0.23
O 2.72 0.82 0.09
P 1.88 0.10 -0.77
H -1.12 2.51 0.47
H 0.67 2.43 0.86
H -1.02 -0.84 -1.23
H -2.03 0.44 -0.07
H -1.43 0.80 -1.84
H 2.25 -2.13 0.14
H 1.52 -1.03 1.28
H 0.52 -1.83 0.01

Computed properties:
Gap between HOMO and LUMO   7.8 eV
LUMO energy   -0.0021 Ha

---

Most stable one: 2, least stable one: 1.

---

1:
CH4N4 | wB97M-V/def2-TZVPD

Element x y z (Å)
C -0.17 -0.84 -0.90
N -1.21 -0.71 0.01
N -1.22 0.18 0.86
N 0.90 0.62 -0.10
N -0.12 0.88 0.87
H 0.40 -1.82 -0.81
H -0.49 -0.31 -1.80
H 1.76 0.35 0.45
H 0.15 1.65 1.41

Computed properties:
Gap between HOMO and LUMO   9.5 eV
LUMO energy   0.0416 Ha

---

2:
CH4N4 | wB97M-V/def2-TZVPD

Element x y z (Å)
C 0.70 1.15 0.03
N 0.49 1.22 1.30
N -0.35 0.11 1.22
N 0.15 -0.11 -0.12
N -0.33 -0.90 -1.23
H 1.12 1.84 -0.57
H -0.03 -0.96 1.95
H -1.30 -0.55 -1.59
H -0.45 -1.80 -0.99

Computed properties:
Gap between HOMO and LUMO   10.1 eV
LUMO energy   0.0306 Ha

---

Most stable one: 1, least stable one: 2.

---

1:
CH5NO2S | wB97M-V/def2-TZVPD

Element x y z (Å)
C 1.01 -0.71 0.67
S 0.17 0.60 -0.48
O 0.57 0.28 -1.82
N -1.29 0.93 -0.08
O -2.14 -0.18 -0.15
H 0.58 -1.69 0.66
H 2.10 -0.76 0.43
H 0.91 -0.38 1.72
H 0.95 1.89 -0.10
H -2.86 0.01 -0.85

Computed properties:
Gap between HOMO and LUMO   9.3 eV
LUMO energy   0.0051 Ha
SMILES   C[S@@H](=O)=NO

---

2:
CH5NO2S | wB97M-V/def2-TZVPD

Element x y z (Å)
C 1.29 -0.41 -0.39
N -1.13 -0.72 -0.35
O -0.52 1.65 0.03
O -2.42 -0.54 -0.26
S -0.17 0.29 0.43
H 1.50 0.26 -1.30
H 2.25 -0.29 0.25
H 0.93 -1.30 -0.81
H -2.66 0.48 -0.16
H 0.92 0.60 2.56

Computed properties:
Gap between HOMO and LUMO (alpha / beta)   8.4 / 8.4 eV
LUMO energy (alpha / beta)   -0.0304 / -0.0419 Ha

---

Most stable one: 1, least stable one: 2.